Formula: C8H8O3P
Source: the Open Molecules 2025 dataset
Level of theory: ωB97M-V/def2-TZVPD

Highest occupied orbital energy (alpha / beta) ... -5.0 / -4.3 eV
ΔE to the lowest compared entry with this formula, charge and spin ... 644.5 kJ/mol
Charge ... -1
HOMO-LUMO gap (alpha / beta) ... 8.523 / 7.040 eV

```
20
Properties=species:S:1:pos:R:3:nbo_charge:R:1
C -0.77 1.30 1.25 -0.22
C 0.29 1.92 1.72 -0.18
C -1.23 1.03 -0.08 -0.36
C 1.52 2.47 1.10 -0.39
C -0.93 0.06 -0.95 0.17
C 1.98 2.07 -0.06 -0.21
C 0.20 -0.92 -0.89 0.00
C 0.24 -1.55 -2.24 -0.68
O 3.59 0.49 -1.46 -1.13
O 1.41 1.39 -2.59 -1.14
O 1.50 -0.36 -0.57 -0.82
P 2.20 0.93 -1.40 2.31
H -1.51 1.06 1.96 0.19
H 0.28 2.07 2.73 0.18
H -1.91 1.89 -0.36 0.21
H 2.03 3.28 1.75 0.19
H -0.01 -1.78 -0.02 0.17
H 0.33 -0.62 -2.88 0.26
H -0.67 -1.86 -2.67 0.21
H 1.17 -2.15 -2.25 0.22
```